2 unconnected molecules or ions with the total composition C27H30N3O in a non-equilibrium geometry, computed with wB97M-V/def2-TZVPD.

Positions of all 61 atoms, in Å:
1 C 2.62972 1.62410 4.30773
2 N 2.19398 0.70947 3.25819
3 C 3.15644 -0.26613 2.76980
4 C 0.82173 0.47216 3.03042
5 N 0.46445 -0.69698 2.60366
6 C -0.82391 -1.02708 2.20347
7 C -0.88717 -2.32224 1.45848
8 C -0.96949 -3.51861 2.15164
9 C -1.04109 -4.71610 1.47193
10 C -1.01208 -4.72546 0.09264
11 C -0.87855 -3.54118 -0.60369
12 C -0.80741 -2.34454 0.07689
13 N -0.10828 1.51743 3.24792
14 C 0.26645 2.90646 3.03092
15 C -1.41302 1.28022 3.85605
16 H 1.82312 1.76197 5.02537
17 H 3.49225 1.22357 4.83636
18 H 2.90049 2.58998 3.88575
19 H 2.63508 -1.01075 2.16970
20 H 3.90794 0.21997 2.14940
21 H 3.64429 -0.77110 3.60185
22 H -1.46777 -1.09811 3.08614
23 H -1.21822 -0.21765 1.57746
24 H -0.97612 -3.50423 3.22775
25 H -1.13198 -5.64158 2.01713
26 H -1.08498 -5.66006 -0.44077
27 H -0.84203 -3.54996 -1.68018
28 H -0.68961 -1.41994 -0.46063
29 H 1.15986 2.95358 2.41205
30 H -0.53553 3.44028 2.52476
31 H 0.46766 3.39228 3.98363
32 H -1.34236 0.46384 4.57425
33 H -1.75920 2.17015 4.37870
34 H -2.15298 1.02792 3.09747
35 C -4.29966 -1.07854 -4.65439
36 C -4.37028 -0.56483 -3.37265
37 C -3.25512 -0.01973 -2.77889
38 C -2.02600 0.02683 -3.45688
39 C -0.81906 0.58433 -2.87253
40 O 0.31118 0.60303 -3.66454
41 C 1.46941 1.15173 -3.14392
42 C 1.53047 1.67098 -1.82575
43 C 2.73398 2.22209 -1.35901
44 C 3.84296 2.25868 -2.16681
45 C 3.78202 1.74537 -3.45287
46 C 2.61656 1.19873 -3.93598
47 C 0.36372 1.61130 -1.03803
48 C -0.78104 1.08552 -1.56614
49 C -1.98279 -0.49056 -4.75917
50 C -3.10240 -1.03552 -5.34654
51 H -5.17555 -1.51034 -5.11112
52 H -5.30384 -0.59007 -2.83453
53 H -3.33438 0.38108 -1.78504
54 H 2.77785 2.61857 -0.36004
55 H 4.76031 2.68601 -1.79773
56 H 4.65833 1.77513 -4.07546
57 H 2.56870 0.79923 -4.93280
58 H 0.38310 1.97484 -0.02292
59 H -1.66925 1.05985 -0.96253
60 H -1.05146 -0.45367 -5.29873
61 H -3.04942 -1.43175 -6.34721

Calculated values
M in g mol⁻¹: 412.6
HOMO energy in eV: -10.1
Kohn-Sham gap in eV: 5.0
Strongest force on any atom in eV Å⁻¹: 2.99
E in Ha: -1286.08393
E_LUMO in eV: -5.1
Total charge: +1

These are the Mulliken partial charges, in e, on atoms 1 to 5: atom 1 (C): -1.15, atom 2 (N): 0.24, atom 3 (C): -1.07, atom 4 (C): 0.44, atom 5 (N): -0.47

***

A molecular structure, C30H39N2O in a non-equilibrium geometry, computed with wB97M-V/def2-TZVPD.

Positions of all 72 atoms, in Å:
1 C 3.14355 1.82012 1.34848
2 C 2.66562 2.90117 2.30703
3 C 1.15924 3.16573 2.19529
4 C 0.31290 1.99561 1.71464
5 N -1.03953 2.29291 1.67214
6 C -1.47004 3.67471 1.87160
7 C -2.96770 3.88221 1.67309
8 O -3.48954 3.07747 0.60979
9 C -3.34997 1.69524 0.93857
10 C -1.88083 1.29757 1.04972
11 C 0.83490 0.77376 1.35841
12 C 2.29147 0.55026 1.51833
13 H 3.06155 2.17206 0.31046
14 H 4.19988 1.58808 1.53593
15 H 2.89726 2.60106 3.33685
16 H 3.21270 3.83304 2.11873
17 H 0.81479 3.51861 3.18265
18 H 1.04345 4.02379 1.50756
19 H -1.22419 3.99438 2.89552
20 H -0.95837 4.36162 1.17046
21 H -3.48406 3.67004 2.62975
22 H -3.16267 4.91231 1.34590
23 H -3.86333 1.43536 1.88723
24 H -3.81864 1.16400 0.09374
25 H -1.50675 1.11178 0.02697
26 H -1.81060 0.34926 1.60379
27 H 0.15903 -0.10700 1.13899
28 H 2.64213 -0.19366 0.80124
29 H 2.50558 0.12003 2.51551
30 C -1.91885 -3.63805 -1.97540
31 C -2.69449 -2.45233 -1.39469
32 C -3.98192 -2.26619 -2.20848
33 C -3.06259 -2.71174 0.06318
34 C -1.81523 -1.21030 -1.52057
35 N -2.12691 -0.26595 -2.45076
36 C -1.09912 0.66414 -2.58369
37 C -0.05434 0.24284 -1.73447
38 C 1.10309 1.01172 -1.62550
39 C 1.11398 2.27731 -2.21517
40 C 0.00868 2.73670 -2.95349
41 C -1.11324 1.92130 -3.16548
42 C -0.56065 -0.85452 -0.94689
43 C 0.06503 -1.16975 0.35105
44 C 1.31712 -1.99445 0.20130
45 C 2.06624 -2.06251 -0.98875
46 C 3.36837 -2.56529 -0.96980
47 C 3.91899 -3.08004 0.20495
48 C 5.35134 -3.51837 0.22770
49 C 3.11346 -3.17338 1.34537
50 C 1.82057 -2.66669 1.33738
51 H -0.98712 -3.81867 -1.42549
52 H -2.53159 -4.54913 -1.93400
53 H -1.66679 -3.45098 -3.02746
54 H -4.57378 -1.41266 -1.85376
55 H -3.78105 -2.15953 -3.28191
56 H -4.60729 -3.16152 -2.09584
57 H -3.52128 -1.81817 0.50921
58 H -3.79667 -3.52965 0.11580
59 H -2.19408 -3.00551 0.66294
60 H -2.97954 -0.22211 -3.00459
61 H 1.96932 0.60411 -1.10619
62 H 1.99670 2.91110 -2.09875
63 H 0.03905 3.74021 -3.37513
64 H -1.97683 2.23957 -3.74968
65 H -0.64667 -1.76010 0.95072
66 H 1.65067 -1.70489 -1.93164
67 H 3.96886 -2.54065 -1.88141
68 H 5.57448 -4.06165 1.14978
69 H 5.57894 -4.16732 -0.62568
70 H 6.03587 -2.66137 0.16955
71 H 3.51972 -3.63192 2.24957
72 H 1.19174 -2.74515 2.22783

Calculated values
M in g mol⁻¹: 443.7
HOMO energy in eV: -10.6
Kohn-Sham gap in eV: 6.2
Strongest force on any atom in eV Å⁻¹: 6.54
E in Ha: -1350.97014
E_LUMO in eV: -4.5
Total charge: +1

These are the Mulliken partial charges, in e, on atoms 1 to 5: atom 1 (C): -0.73, atom 2 (C): -1.16, atom 3 (C): -0.55, atom 4 (C): 0.25, atom 5 (N): -0.14

***

A molecular structure, C16H28F6N4O4S5Ta, computed with wB97M-V/def2-TZVPD.

Positions of all 64 atoms, in Å:
1 Ta 0.00256 0.90946 0.10012
2 C -1.72595 -1.46241 2.21260
3 C -2.93987 -0.62582 1.86980
4 S -2.60491 0.35931 0.38544
5 C -3.32157 1.97415 0.80888
6 C -2.70492 2.60921 2.04307
7 S -0.89014 2.70519 1.92256
8 C -0.33266 2.06123 3.51657
9 C -0.55845 0.57743 3.74698
10 S -0.19794 -0.50382 2.31771
11 H -1.85624 -1.98812 3.15989
12 H -1.53270 -2.21350 1.44756
13 H -3.79434 -1.26729 1.65150
14 H -3.22666 0.03578 2.68382
15 H -3.18763 2.59281 -0.07881
16 H -4.39431 1.82611 0.94306
17 H -3.07200 3.63122 2.14367
18 H -2.96744 2.08074 2.95783
19 H 0.72237 2.32082 3.56902
20 H -0.83728 2.64094 4.29132
21 H 0.07606 0.23564 4.56487
22 H -1.58873 0.36641 4.02896
23 F 2.64527 4.86961 -2.09685
24 C 2.89118 3.59172 -2.10820
25 F 3.31231 3.16894 -3.26797
26 F 3.69975 3.23563 -1.13210
27 S 1.27153 2.70079 -1.73783
28 O 0.74729 3.06410 -0.39912
29 O 1.51844 1.22921 -1.62166
30 N 0.31115 3.11806 -2.87535
31 S -1.19740 2.75346 -2.55067
32 O -1.19007 1.63458 -1.50469
33 O -2.06284 3.82102 -2.22859
34 C -1.78670 1.86291 -4.08634
35 F -0.89077 0.93934 -4.38561
36 F -2.94086 1.30686 -3.77872
37 F -1.90811 2.74501 -5.03539
38 C 3.29548 -3.73221 -0.24882
39 C 3.33015 -2.54537 0.69597
40 N 2.33226 -1.55901 0.25155
41 C 1.17147 -1.94107 -0.27457
42 N 0.23940 -0.97645 -0.63291
43 C -0.44295 -1.25170 -1.96369
44 C -0.62474 -2.74830 -2.25621
45 C -0.43239 -3.55485 -0.99010
46 N 0.87738 -3.21603 -0.42418
47 C 1.88863 -4.29548 -0.29780
48 H 3.98131 -4.50607 0.09109
49 H 3.61795 -3.41903 -1.24336
50 H 4.30053 -2.05621 0.70223
51 H 3.09190 -2.84594 1.71801
52 H 2.63962 -0.62454 0.03578
53 H 0.16182 -0.78095 -2.73896
54 H -1.41035 -0.75997 -1.93770
55 H 0.10388 -3.07553 -2.99838
56 H -1.61442 -2.93078 -2.67264
57 H -0.44843 -4.62446 -1.18078
58 H -1.21798 -3.34236 -0.26163
59 H 1.75967 -4.95301 -1.15672
60 H 1.65472 -4.86725 0.60152
61 C 1.79362 1.33437 1.30219
62 H 2.08002 0.63440 2.08605
63 H 1.76204 2.33909 1.72740
64 H 2.62198 1.39199 0.58933

Calculated values
M in g mol⁻¹: 795.7
HOMO energy in eV: -18.5
Kohn-Sham gap in eV: 8.0
Strongest force on any atom in eV Å⁻¹: 0.34
E in Ha: -3792.69130
E_LUMO in eV: -10.6
Total charge: +3

These are the Mulliken partial charges, in e, on atoms 1 to 5: atom 1 (Ta): 0.74, atom 2 (C): -0.41, atom 3 (C): -1.03, atom 4 (S): 0.37, atom 5 (C): -0.75

***

A molecular structure, C29H32GeNO2SSiTa in a non-equilibrium geometry, computed with wB97M-V/def2-TZVPD.

Positions of all 68 atoms, in Å:
1 Ta -0.19404 -2.13790 0.23899
2 C -0.07153 -8.93172 0.04051
3 Si -1.00996 -7.31639 -0.28478
4 C -1.86046 -7.55469 -1.90808
5 C -2.03436 -6.85758 1.22967
6 C 0.28560 -5.92581 -0.36599
7 C 1.65299 -6.35677 -0.46345
8 C 2.65892 -5.33191 -0.69980
9 C 2.32047 -3.98216 -0.57934
10 N 1.04894 -3.71064 -0.29460
11 C 0.07931 -4.57443 -0.38125
12 S -1.50999 -3.81409 -0.71238
13 H -0.67268 -9.82235 0.34407
14 H 0.58951 -8.81507 0.93319
15 H 0.52010 -9.28667 -0.81976
16 H -1.98257 -8.65223 -2.07779
17 H -1.32799 -7.07973 -2.72135
18 H -2.82514 -7.07698 -1.78342
19 H -3.09929 -7.09279 1.10475
20 H -1.94773 -5.83512 1.56974
21 H -1.71967 -7.54245 2.02343
22 H 1.98187 -7.42840 -0.51360
23 H 3.70552 -5.61354 -0.93185
24 H 3.02753 -3.11990 -0.62426
25 H 0.17008 -2.58943 1.83541
26 O -1.14432 -0.64769 -0.65718
27 C -0.08901 -0.15242 -1.25345
28 O 1.04724 -0.56615 -0.93224
29 C -0.32914 1.10904 -2.09774
30 C -1.15197 2.17665 -1.41792
31 Ge -0.23036 3.41360 -0.19656
32 C 0.52942 2.77755 1.48811
33 C 0.18228 1.58502 2.19007
34 C 0.98767 1.09410 3.25003
35 C 2.19382 1.75327 3.48934
36 C 2.44234 3.01039 2.93687
37 C 1.55011 3.55502 2.02920
38 C -1.88048 4.46170 0.24329
39 C -2.86602 4.78121 -0.72923
40 C -3.92884 5.63430 -0.39746
41 C -4.01971 6.15830 0.86489
42 C -3.09205 5.82542 1.86792
43 C -2.07306 4.92874 1.54898
44 C 1.23782 4.56135 -0.80386
45 C 2.57762 4.09385 -0.73177
46 C 3.53523 4.84025 -1.36010
47 C 3.16775 5.99703 -2.07238
48 C 1.92984 6.58471 -1.91518
49 C 0.96475 5.85837 -1.24337
50 H -0.87662 0.80164 -2.97686
51 H 0.69970 1.52519 -2.32463
52 H -2.01963 1.74246 -0.92990
53 H -1.55848 2.80398 -2.27239
54 H -0.68699 1.01351 1.95905
55 H 0.71525 0.22005 3.86642
56 H 2.96287 1.35133 4.16629
57 H 3.36343 3.57645 3.14950
58 H 1.71926 4.60080 1.72722
59 H -2.75277 4.45856 -1.76415
60 H -4.59443 5.94508 -1.14347
61 H -4.86293 6.81360 1.03288
62 H -3.07643 6.14723 2.88723
63 H -1.30649 4.65789 2.29342
64 H 2.82073 3.18417 -0.19559
65 H 4.60273 4.54723 -1.43053
66 H 3.87529 6.40362 -2.79184
67 H 1.69024 7.52076 -2.37592
68 H -0.04106 6.30159 -1.13502

Calculated values
M in g mol⁻¹: 740.3
HOMO energy in eV: -12.7
Kohn-Sham gap in eV: 3.2
Strongest force on any atom in eV Å⁻¹: 4.44
E in Ha: -4150.48147
E_LUMO in eV: -9.5
Total charge: +2

These are the Mulliken partial charges, in e, on atoms 1 to 5: atom 1 (Ta): 1.38, atom 2 (C): -1.25, atom 3 (Si): 0.31, atom 4 (C): -1.01, atom 5 (C): -1.03

***

A molecular structure, C3H2AgO3 in a non-equilibrium geometry, computed with wB97M-V/def2-TZVPD.

Positions of all 9 atoms, in Å:
1 C 0.65831 -2.04934 -0.68113
2 C 1.30982 -0.98364 -1.07651
3 O 1.75601 0.07120 -1.30534
4 C -1.28570 1.19259 0.95346
5 O -1.72881 0.13869 0.98296
6 O -0.89743 2.29510 1.03648
7 H 0.90337 -3.01819 -1.11401
8 Ag -0.55657 4.26346 1.15582
9 H -0.15900 -1.90987 0.04826

Calculated values
Spin multiplicity: 2
M in g mol⁻¹: 193.9
HOMO energy (spin up / spin down) in eV: -20.5 / -20.5
Kohn-Sham gap (spin up / spin down) in eV: 11.2 / 7.9
Strongest force on any atom in eV Å⁻¹: 7.53
E in Ha: -487.42871
<S²>: 0.760
E_LUMO (spin up / spin down) in eV: -9.3 / -12.6
Total charge: +2

These are the Mulliken partial charges, in e, on atoms 1 to 5: atom 1 (C): -0.52, atom 2 (C): 0.91, atom 3 (O): -0.06, atom 4 (C): 0.61, atom 5 (O): -0.25

***

A single C5H7NO molecule, computed with wB97M-V/def2-TZVPD.

Positions of all 14 atoms, in Å:
1 C -0.13948 2.42857 0.19071
2 N 0.70484 1.39979 0.19092
3 C 0.20145 0.22100 -0.22044
4 C -0.62481 -0.77518 0.58966
5 C -0.63859 -1.68217 -0.64938
6 C 0.80096 -1.16085 -0.40866
7 O 0.61840 -1.45521 1.03314
8 H -0.02605 3.27675 0.84231
9 H -0.95262 2.35852 -0.50005
10 H 1.69088 1.54627 0.44150
11 H -1.38526 -0.61676 1.35708
12 H -1.17923 -1.29965 -1.51918
13 H -0.79425 -2.74746 -0.45867
14 H 1.72375 -1.49361 -0.88893

Calculated values
M in g mol⁻¹: 97.1
HOMO energy (spin up / spin down) in eV: -7.1 / -7.3
Kohn-Sham gap (spin up / spin down) in eV: 7.5 / 8.2
Strongest force on any atom in eV Å⁻¹: 0.77
E in Ha: -324.48919
E_LUMO (spin up / spin down) in eV: 0.5 / 0.8

These are the Mulliken partial charges, in e, on atoms 1 to 5: atom 1 (C): -0.56, atom 2 (N): 0.01, atom 3 (C): -0.20, atom 4 (C): -0.25, atom 5 (C): -0.53

***

3 unconnected molecules or ions with the total composition C42H35F9O6 in a non-equilibrium geometry, computed with wB97M-V/def2-TZVPD.

Positions of all 92 atoms, in Å:
1 C 2.21766 0.70826 0.72145
2 C 1.23445 0.46935 -0.46905
3 C 1.46432 1.51946 -1.56012
4 C 0.80692 1.16551 -2.91078
5 C 0.26475 2.37699 -3.71185
6 C 1.22197 3.59086 -3.79617
7 C 0.50616 4.93903 -3.66459
8 O 1.07126 5.91734 -3.97004
9 O -0.78992 5.01001 -3.22759
10 C -0.90523 5.65586 -1.94372
11 C -2.38475 5.73049 -1.54498
12 C -2.89235 4.60320 -0.62936
13 C -2.65241 3.18829 -1.19401
14 F -2.93251 3.16377 -2.50178
15 F -1.37465 2.87513 -0.93408
16 C -3.65798 2.20910 -0.51996
17 F -3.68905 2.43468 0.79274
18 F -4.87339 2.54089 -0.98778
19 C -3.45888 0.71038 -0.86574
20 F -2.18323 0.33897 -0.87725
21 F -3.99194 0.40482 -2.03811
22 C -4.16574 -0.20041 0.20396
23 F -4.15846 -1.43066 -0.29967
24 F -3.45423 -0.27469 1.29861
25 F -5.37107 0.18213 0.47609
26 H 2.79018 1.62005 0.51642
27 H 1.68225 0.85543 1.66405
28 H 2.91426 -0.12283 0.86269
29 H 1.35534 -0.54594 -0.86321
30 H 0.21990 0.51987 -0.05293
31 H 1.21703 2.53611 -1.22704
32 H 2.55403 1.54292 -1.73014
33 H 1.43777 0.52986 -3.54239
34 H -0.06681 0.53672 -2.67569
35 H -0.72624 2.61809 -3.33289
36 H 0.11520 2.02734 -4.74267
37 H 2.01174 3.59816 -3.03696
38 H 1.72491 3.55999 -4.76512
39 H -0.33680 5.09149 -1.19077
40 H -0.46004 6.65229 -2.04842
41 H -3.01366 5.86577 -2.42929
42 H -2.49888 6.66068 -0.97090
43 H -2.43194 4.60643 0.36335
44 H -3.96486 4.76165 -0.47525
45 O 3.52636 0.33243 9.55297
46 C 3.43609 0.35058 8.34217
47 C 2.10395 0.38114 7.67955
48 C 0.95412 0.41046 8.45988
49 C -0.29019 0.47736 7.85548
50 C -0.39214 0.51664 6.46808
51 C 0.74986 0.47085 5.68595
52 C 2.00073 0.39710 6.28721
53 C 3.21807 0.33039 5.43466
54 O 3.12509 0.29031 4.22450
55 C 4.55019 0.32055 6.09638
56 C 5.69931 0.29450 5.31505
57 C 6.94597 0.31747 5.91786
58 C 7.05039 0.36713 7.30473
59 C 5.90819 0.37945 8.08797
60 C 4.65456 0.35116 7.48850
61 H 1.03274 0.38513 9.53876
62 H -1.18462 0.50428 8.46507
63 H -1.36532 0.58099 5.99783
64 H 0.66962 0.49601 4.60700
65 H 5.61879 0.26055 4.23647
66 H 7.84012 0.30088 5.30753
67 H 8.02590 0.39425 7.77368
68 H 5.99114 0.41477 9.16629
69 O -3.14032 -7.15246 -4.85037
70 C -2.47477 -6.17871 -4.56041
71 C -1.02204 -6.12872 -4.88119
72 C -0.43127 -7.20152 -5.53838
73 C 0.91084 -7.15130 -5.87656
74 C 1.66953 -6.02818 -5.56104
75 C 1.08955 -4.96360 -4.89143
76 C -0.25524 -5.01155 -4.54385
77 C -0.86122 -3.86853 -3.80896
78 O -0.18194 -2.92040 -3.46837
79 C -2.31684 -3.90967 -3.50673
80 C -2.90674 -2.83538 -2.85324
81 C -4.26682 -2.84465 -2.59300
82 C -5.04544 -3.92934 -2.98684
83 C -4.45984 -5.00980 -3.62733
84 C -3.09373 -5.00718 -3.88526
85 H -1.02178 -8.07297 -5.78875
86 H 1.36825 -7.98629 -6.39225
87 H 2.71563 -5.98591 -5.83706
88 H 1.68131 -4.09273 -4.64175
89 H -2.30277 -1.98902 -2.55157
90 H -4.72255 -2.01398 -2.09795
91 H -6.11040 -3.93124 -2.79049
92 H -5.06540 -5.85407 -3.92993

Calculated values
SMILES: CCCCCCC(=O)OCCCC(F)(F)C(F)(F)C(F)(F)C(F)(F)F.O=C1c2ccccc2C(=O)c2ccccc21.O=C1c2ccccc2C(=O)c2ccccc21
M in g mol⁻¹: 806.7
HOMO energy in eV: -9.7
Kohn-Sham gap in eV: 8.7
Strongest force on any atom in eV Å⁻¹: 2.97
E in Ha: -2971.74818
E_LUMO in eV: -1.0

These are the Mulliken partial charges, in e, on atoms 1 to 5: atom 1 (C): -1.22, atom 2 (C): 0.39, atom 3 (C): -0.55, atom 4 (C): -0.44, atom 5 (C): -0.22